(1)
Density functional theory data (wB97M-V/def2-TZVPD) for C33H35IN8O10Ta as an isolated structure.

Its total charge is +3. The HOMO energy comes out at -16.130 eV. The value obtained for the energy above the lowest of the compared OMol25 structures with the same formula, charge and spin is 2.1 kcal per mole. The electronic energy is -76820.85874 eV. As for the LUMO energy: -8.905 eV.

Last column: Mulliken charge in e.
Positions of all 88 atoms, in Å:
Ta1 -0.0323 -0.6901 -0.2415  0.67
C1 -3.6900 -2.8686 -1.7703  -0.73
C2 -4.0334 -1.8461 -0.7291  0.13
N1 -5.2791 -1.7902 -0.2835  -0.59
C3 -5.6279 -0.8675 0.6116  -1.13
C4 -4.7526 0.0612 1.1511  0.57
C5 -5.2567 1.0546 2.1661  -0.66
O1 -4.7708 2.3502 1.8381  -0.55
C6 -3.4138 -0.0097 0.7216  0.54
C7 -2.4062 0.8447 1.2874  -1.36
N2 -1.1078 0.7659 1.1876  0.44
C8 -0.4321 1.6071 2.1473  -0.47
C9 -0.9386 1.7810 3.4312  -0.20
C10 -0.3019 2.6332 4.3229  -1.06
C11 0.8612 3.2913 3.9582  -0.82
C12 1.3977 3.0966 2.6919  -0.61
C13 0.7388 2.2626 1.8097  0.82
I1 1.4014 1.9764 -0.1195  0.68
C14 -3.0810 -0.9612 -0.2296  0.20
O2 -1.8331 -0.9551 -0.7313  0.30
H1 -4.6075 -3.3195 -2.1386  0.48
H2 -3.0666 -3.6623 -1.3490  0.13
H3 -3.1538 -2.4133 -2.6065  0.12
H4 -6.6692 -0.8681 0.9130  0.41
H5 -4.9253 0.7613 3.1705  0.28
H6 -6.3468 1.0275 2.1658  0.52
H7 -5.3242 3.0192 2.2571  0.32
H8 -2.8054 1.6366 1.9132  1.56
H9 -1.8151 1.2338 3.7540  0.57
H10 -0.7099 2.7671 5.3155  0.49
H11 1.3599 3.9482 4.6572  0.45
H12 2.3081 3.6024 2.4002  0.50
O3 0.2865 -4.8863 -1.4451  -0.45
C15 0.1437 -3.6001 -1.4558  0.21
O4 0.2778 -2.8886 -0.4590  -0.21
C16 -0.1997 -2.9692 -2.7500  0.03
C17 -0.4577 -3.6287 -3.9413  -0.80
C18 -0.8123 -2.8492 -5.0373  -1.07
C19 -0.8945 -1.4696 -4.8921  -0.87
C20 -0.6126 -0.9145 -3.6512  1.13
N3 -0.2691 -1.6572 -2.6147  0.49
C21 -0.6746 0.5341 -3.2495  0.15
O5 -0.9729 1.4763 -4.0990  -0.47
O6 -0.4272 0.8237 -2.0906  -0.35
H13 0.4868 -5.2248 -0.5506  0.35
H14 -0.3941 -4.7066 -4.0031  0.67
H15 -1.0311 -3.3114 -5.9903  0.52
H16 -1.1812 -0.8593 -5.7394  0.42
H17 -1.1724 1.1644 -4.9944  0.32
C22 6.3081 -0.1070 -2.8400  -1.06
N4 4.8719 -0.0950 -2.5741  0.03
C23 4.1750 -1.0190 -1.7012  -0.29
C24 2.7850 -0.4482 -1.7761  -0.39
O7 1.7997 -0.9593 -1.1472  0.34
N5 2.7206 0.6096 -2.5436  -0.47
C25 4.0093 0.8170 -2.9911  0.26
N6 4.3068 1.8480 -3.7568  -0.35
H18 6.7163 -1.0568 -2.5070  0.40
H19 6.8105 0.6980 -2.3035  0.38
H20 6.4927 -0.0198 -3.9103  0.38
H21 4.5420 -0.9737 -0.6734  0.41
H22 4.2236 -2.0475 -2.0663  0.39
H23 3.5793 2.4920 -4.0213  0.24
H24 5.2459 2.0326 -4.0709  0.23
C26 0.7868 -4.8763 2.2898  -0.96
C27 -0.0431 -3.9975 3.2221  -0.94
C28 0.5021 -2.5601 3.3670  2.37
C29 -0.2482 -1.8035 4.5143  -0.84
C30 0.5364 -0.6435 5.1143  -1.19
C31 1.9796 -2.6030 3.7321  -1.17
O8 2.3978 -3.2859 4.6190  -0.53
N7 2.8362 -1.7581 3.0153  0.21
C32 2.5414 -0.9984 1.9139  -0.35
O9 3.3665 -0.3480 1.3209  -0.62
N8 1.1933 -1.0261 1.5089  0.65
C33 0.2928 -1.7958 2.1072  0.07
O10 -0.7903 -1.7956 1.4397  -0.41
H25 0.2774 -5.8229 2.1066  0.55
H26 1.7558 -5.1111 2.7289  0.37
H27 0.9731 -4.3733 1.3361  -0.22
H28 -0.0460 -4.4373 4.2184  0.52
H29 -1.0814 -3.9294 2.8946  0.53
H30 -0.4509 -2.5466 5.2849  0.53
H31 -1.2167 -1.4830 4.1220  0.38
H32 1.3887 -1.0048 5.6889  0.44
H33 -0.0964 -0.0789 5.7976  0.46
H34 0.9035 0.0510 4.3550  0.20
H35 3.8044 -1.7548 3.3165  0.35

=====

(2)
Density functional theory data (wB97M-V/def2-TZVPD) for C33H36AsGeHgN3O10PS as an isolated structure at a distorted geometry.

Its total charge is -2. The HOMO energy (spin up / spin down) comes out at -2.806 / -2.646 eV. The value obtained for the energy above the lowest of the compared OMol25 structures with the same formula, charge and spin is 0.0 kcal per mole. The electronic energy is -201403.27436 eV. The multiplicity is 2. As for the LUMO energy (spin up / spin down): 4.357 / 4.357 eV.

Last column: Mulliken charge in e.
Positions of all 87 atoms, in Å:
Hg1 -0.8726 -1.9768 -0.5839  2.16
O1 -4.5009 -2.4636 2.6012  -0.67
As1 -2.9038 -1.7033 2.3233  1.25
O2 -2.9573 -0.1608 2.8471  -0.76
O3 -2.7564 -2.1185 0.6920  -0.89
C1 -1.8611 -2.8914 3.4928  -0.24
C2 -2.5961 -3.5560 4.4748  -0.56
C3 -1.9825 -4.4139 5.3751  -0.59
C4 -0.6151 -4.6275 5.3080  -0.49
C5 0.1300 -3.9690 4.3447  -0.86
C6 -0.4865 -3.1062 3.4464  0.40
S1 0.5826 -2.3416 2.2388  1.34
O4 1.8316 -2.0657 2.9110  -0.77
O5 -0.1788 -1.1563 1.8115  -0.54
O6 0.6872 -3.3229 1.1587  -0.64
H1 -4.7511 -2.7945 1.7298  0.27
H2 -3.6643 -3.3998 4.5220  0.45
H3 -2.5774 -4.9176 6.1280  0.36
H4 -0.1288 -5.2988 6.0059  0.36
H5 1.2023 -4.0980 4.2810  0.44
O7 -1.2981 -4.2170 -2.6863  -0.31
O8 -1.2634 -5.1441 -3.6626  -0.42
O9 -1.9551 1.4825 -2.9994  -0.82
C7 -1.7466 0.9115 -1.9204  0.05
O10 -0.7731 0.1219 -1.6801  -0.57
C8 -2.6897 1.1800 -0.7448  -0.97
C9 -1.9866 1.5295 0.5723  0.47
Ge1 -0.6043 2.8973 0.4876  1.50
C10 1.0035 2.4580 -0.5209  -0.31
C11 1.9539 1.5893 0.0200  0.25
C12 3.0866 1.2288 -0.6945  -0.94
C13 3.2803 1.7250 -1.9763  -0.36
C14 2.3346 2.5708 -2.5363  -0.78
C15 1.2069 2.9365 -1.8124  0.19
C16 -1.3435 4.5722 -0.2492  -0.49
C17 -1.9805 4.5781 -1.4963  0.35
C18 -2.4984 5.7528 -2.0270  -0.98
C19 -2.3911 6.9465 -1.3262  -0.42
C20 -1.7557 6.9598 -0.0936  -0.68
C21 -1.2364 5.7834 0.4341  -0.34
C22 -0.0786 3.3416 2.3277  -0.12
C23 1.2390 3.5709 2.7195  -0.36
C24 1.5523 3.9234 4.0270  -0.66
C25 0.5452 4.0569 4.9707  -0.40
C26 -0.7740 3.8357 4.6003  -0.70
C27 -1.0777 3.4819 3.2935  -0.43
H6 -3.2905 0.2797 -0.5733  0.38
H7 -3.3734 1.9765 -1.0432  0.35
H8 -1.5269 0.6473 1.0209  -0.62
H9 -2.7370 1.8686 1.2899  0.51
H10 1.7894 1.1461 0.9970  0.61
H11 3.8005 0.5375 -0.2643  0.31
H12 4.1549 1.4308 -2.5450  0.37
H13 2.4593 2.9298 -3.5512  0.37
H14 0.4728 3.5841 -2.2747  0.25
H15 -2.0575 3.6623 -2.0751  0.38
H16 -2.9840 5.7323 -2.9957  0.42
H17 -2.7997 7.8616 -1.7397  0.34
H18 -1.6612 7.8876 0.4595  0.37
H19 -0.7451 5.8128 1.4006  0.31
H20 2.0385 3.4812 1.9936  0.38
H21 2.5860 4.0870 4.3078  0.38
H22 0.7868 4.3246 5.9927  0.34
H23 -1.5679 3.9279 5.3316  0.37
H24 -2.1125 3.2984 3.0270  0.28
C28 2.7833 -2.0616 -4.0906  -1.08
N1 1.7898 -2.9690 -4.6696  0.12
C29 2.2190 -4.3471 -4.4390  -0.87
N2 2.5408 -4.6764 -3.0491  0.08
C30 3.4995 -3.6887 -2.5437  -1.04
N3 3.0613 -2.3151 -2.6901  0.19
C31 1.8271 -2.1206 -1.9060  -1.70
P1 0.3236 -3.2042 -2.3500  1.44
C32 0.4490 -2.7237 -4.1303  -1.19
C33 1.3308 -4.7528 -2.2264  -1.19
H25 2.4243 -1.0369 -4.2043  0.43
H26 3.7158 -2.1783 -4.6553  0.30
H27 3.1186 -4.5204 -5.0379  0.25
H28 1.4274 -5.0179 -4.7779  0.47
H29 4.4357 -3.8164 -3.0990  0.30
H30 3.6835 -3.8963 -1.4875  0.43
H31 1.4909 -1.0859 -2.0241  0.44
H32 2.0472 -2.3030 -0.8498  1.01
H33 0.2033 -1.6624 -4.2052  0.43
H34 -0.2761 -3.2900 -4.7149  0.48
H35 0.7293 -5.6009 -2.5653  0.50
H36 1.5934 -4.8995 -1.1773  0.32

=====

(3)
Density functional theory data (wB97M-V/def2-TZVPD) for a 3-piece molecular cluster, C33H36BNO2S overall at a distorted geometry.

Its total charge is 0. The HOMO energy comes out at -7.786 eV. The value obtained for the energy above the lowest of the compared OMol25 structures with the same formula, charge and spin is 49.9 kcal per mole. The electronic energy is -51901.05347 eV. As for the LUMO energy: 0.493 eV. The SMILES is C#CCCCN1c2ccccc2Sc2c(CCO)cc(B(O)CC)cc21.c1ccccc1.c1ccccc1.

Last column: Mulliken charge in e.
Positions of all 74 atoms, in Å:
C1 7.4933 -0.6360 -2.1967  -0.08
C2 6.4977 -0.5429 -1.5340  -0.91
C3 5.1994 -0.4110 -0.8318  0.00
C4 4.2036 0.3510 -1.7665  -0.56
C5 3.5050 1.5443 -1.0985  -1.24
N1 2.4054 1.2523 -0.1513  0.54
C6 2.8315 0.9805 1.1832  -0.53
C7 3.2175 2.0832 1.9551  -0.46
C8 3.6330 1.9604 3.2697  -0.78
C9 3.6594 0.6921 3.8625  -0.56
C10 3.2785 -0.4068 3.1138  -0.76
C11 2.8668 -0.2742 1.7879  1.38
S1 2.3626 -1.7191 0.8755  -0.37
C12 1.2623 -0.9774 -0.3267  1.57
C13 0.2506 -1.7964 -0.8758  0.99
C14 0.1998 -3.2520 -0.4197  -1.21
C15 -0.9168 -4.1132 -1.0473  -0.36
O1 -1.3241 -5.1241 -0.1312  -0.54
C16 -0.6299 -1.2287 -1.7890  -0.86
C17 -0.4855 0.1197 -2.1471  -0.59
B1 -1.4887 0.7658 -3.1909  0.55
O2 -1.0605 1.1507 -4.4360  -0.57
C18 -3.0270 0.9285 -2.7569  -0.59
C19 -3.1453 1.0450 -1.2072  -0.91
C20 0.5163 0.8974 -1.5969  -0.50
C21 1.4169 0.3596 -0.6652  -1.34
H1 8.2074 -0.6385 -2.9894  0.42
H2 4.8535 -1.4288 -0.6545  0.22
H3 5.3957 0.1408 0.0905  0.26
H4 4.8256 0.7761 -2.5618  0.67
H5 3.5188 -0.3428 -2.2611  0.21
H6 4.2719 2.0869 -0.5353  0.63
H7 3.1590 2.2162 -1.8914  0.36
H8 3.1767 3.0745 1.5093  0.48
H9 3.9119 2.8234 3.8653  0.39
H10 3.9705 0.6067 4.8985  0.40
H11 3.2677 -1.4004 3.5558  0.40
H12 1.1705 -3.6879 -0.6968  0.37
H13 0.1724 -3.2763 0.6761  0.59
H14 -1.7912 -3.4931 -1.2709  0.19
H15 -0.5284 -4.5753 -1.9550  0.37
H16 -1.4072 -4.7366 0.7453  0.26
H17 -1.4368 -1.8127 -2.2165  0.29
H18 -1.5608 1.9102 -4.7589  0.30
H19 -3.4203 1.8502 -3.2046  0.41
H20 -3.5914 0.0440 -3.0740  0.31
H21 -4.1337 1.4461 -0.9509  0.36
H22 -2.4191 1.7617 -0.8151  0.15
H23 -3.0304 0.0718 -0.7284  0.29
H24 0.6343 1.9402 -1.8813  0.32
C22 -1.7104 5.2852 -3.3830  -0.63
C23 -2.8456 6.0406 -3.1217  -0.35
C24 -3.3641 6.0919 -1.8348  -0.43
C25 -2.7500 5.3855 -0.8091  -0.48
C26 -1.6192 4.6244 -1.0712  -0.27
C27 -1.0992 4.5760 -2.3573  -0.25
H25 -1.3019 5.2492 -4.3856  0.42
H26 -3.3262 6.5900 -3.9214  0.39
H27 -4.2478 6.6831 -1.6308  0.37
H28 -3.1536 5.4273 0.1945  0.38
H29 -1.1423 4.0680 -0.2732  0.45
H30 -0.2157 3.9833 -2.5618  0.42
C28 -3.8734 -3.0821 4.6560  -0.43
C29 -2.6730 -3.4773 4.0816  -0.37
C30 -2.3757 -4.8276 3.9550  -0.33
C31 -3.2763 -5.7833 4.4050  -0.42
C32 -4.4729 -5.3875 4.9862  -0.37
C33 -4.7721 -4.0373 5.1105  -0.35
H31 -4.1081 -2.0294 4.7501  0.36
H32 -1.9687 -2.7319 3.7325  0.42
H33 -1.4393 -5.1361 3.5052  0.42
H34 -3.0451 -6.8359 4.3031  0.36
H35 -5.1739 -6.1320 5.3419  0.35
H36 -5.7066 -3.7293 5.5621  0.35

=====

Which formula does entry 1 have? C33H35IN8O10Ta

=====

Number 3 is which compound? C33H36BNO2S

=====

The highest total charge belongs to which entry? C33H35IN8O10Ta

=====

Which of these has the lowest energy above the lowest of the compared OMol25 structures with the same formula, charge and spin? C33H36AsGeHgN3O10PS